Record 1
The following is a quantum chemistry calculation of a structure of composition C44H35F5HfN5S4Sb, from OMol25.

The LUMO energy comes out at -0.57 eV. The total energy comes out at -4351.81226 hartree. The value obtained for the energy above the lowest of the compared OMol25 structures with the same formula, charge and spin is 285.26 kJ/mol.

Last column: Löwdin charge in e.
Cartesian coordinates (Å):
Hf -0.29064 0.86060 0.07688  1.19
Sb -0.71175 -3.03259 0.55485  1.18
S -1.71147 -0.91535 1.12495  0.02
S -2.77895 1.65551 -0.52500  0.58
S -2.13499 -0.68146 -2.96746  0.91
S 0.66092 -1.01200 -1.60070  0.56
F -3.11159 7.51458 -0.70369  0.13
F -0.73255 6.27039 -0.18099  0.12
F -5.35909 6.03014 -1.00864  0.13
F -0.67796 3.54637 0.02524  -0.03
F -5.24943 3.34268 -0.92429  0.10
N 1.63367 1.46728 0.50393  -0.14
N 1.94640 -4.38640 -2.28929  0.20
N -0.21118 1.74315 2.54807  -0.24
N 0.89290 2.27041 -1.92565  -0.24
N -1.99844 -6.05245 -3.40591  0.18
C -3.71845 -5.97347 3.13764  -0.09
C -1.13166 2.88989 2.74415  -0.07
C 1.16781 2.19545 2.74192  -0.21
C 0.30938 -1.09860 -4.32235  -0.15
C 2.54278 1.18393 -0.53868  -0.32
C -2.79275 -5.15062 1.08688  -0.16
C 3.33633 2.65753 1.81144  -0.02
C 0.88808 -2.80437 1.98101  -0.41
C 4.16897 0.60539 -2.72206  -0.07
C 2.14689 1.53631 -1.83394  -0.31
C 2.84025 3.32332 4.06594  -0.08
C 1.29996 -3.86154 2.78654  -0.13
C 0.85052 -4.19538 -2.57764  -0.22
C -0.14854 -1.37796 -5.55050  -0.07
C 2.06596 2.07648 1.67241  -0.23
C -1.43418 -1.94083 -5.94205  -0.08
C -3.05188 6.18884 -0.61988  -0.14
C -4.13325 4.04213 -0.74134  -0.23
C 3.73960 0.49674 -0.35975  -0.03
C -1.84700 5.55968 -0.35894  -0.15
C 1.56806 2.79631 3.92549  -0.03
C -4.19659 5.42230 -0.79083  -0.14
C 2.96589 1.26893 -2.91537  -0.05
C -2.93022 -5.07971 3.85008  -0.09
C -2.42439 -2.37582 -5.15309  -0.08
C -0.50991 -3.99129 -2.97206  -0.22
C 4.54604 0.20797 -1.44872  -0.06
C -0.55665 0.72609 3.56715  -0.12
C -3.64928 -6.01616 1.75315  -0.09
C -2.00513 -4.24220 1.79049  -0.43
C 2.59942 -1.40899 2.96409  -0.09
C 2.99359 -2.46433 3.77452  -0.09
C 2.35283 -3.69157 3.67637  -0.08
C -2.37752 -2.40059 -3.65954  -0.44
C -0.39187 -1.41041 -3.03061  -0.92
C 0.20107 2.12945 -3.21335  -0.08
C -2.92709 3.37507 -0.51268  -0.54
C -1.02435 -2.77029 -3.16202  -0.30
C -2.07702 -4.21452 3.17939  -0.14
C -1.32078 -5.14658 -3.20150  -0.17
C 1.55832 -1.59073 2.06480  -0.19
C -1.82448 4.18437 -0.29177  -0.26
C 1.26342 3.69441 -1.75478  -0.05
C 3.71348 3.27271 2.98961  -0.08
H 1.66633 3.85787 -0.75669  0.09
H -2.73069 -5.18935 0.00315  0.07
H 3.80474 -2.33246 4.47927  0.10
H -2.98272 -5.06151 4.93196  0.10
H -1.60017 -1.97909 -7.01190  0.10
H -3.22729 -2.91178 -3.21376  0.12
H 2.67115 -4.52295 4.29302  0.10
H -1.56668 0.36722 3.39216  0.04
H 0.79753 -4.81955 2.71801  0.10
H 3.13998 3.78625 4.99612  0.10
H 2.02880 3.96822 -2.48706  0.11
H -4.38941 -6.64192 3.66266  0.10
H 4.01546 0.17491 0.63650  0.12
H 4.01651 2.63483 0.97244  0.11
H -1.46191 -3.51770 3.73796  0.10
H -4.25216 -6.72144 1.19536  0.10
H -0.50207 1.15609 4.57193  0.09
H 0.87730 2.86286 4.75681  0.11
H 4.80770 0.39675 -3.57003  0.11
H 3.09219 -0.44526 3.03961  0.10
H 0.50375 -1.12740 -6.37890  0.11
H -2.11048 2.64677 2.32733  0.08
H -0.73052 3.77982 2.26937  0.09
H 1.25612 -0.76794 1.41621  0.01
H 4.69822 3.71622 3.06205  0.11
H 0.12588 -0.11614 3.51091  0.07
H 5.46024 -0.34996 -1.29584  0.11
H -3.34706 -2.72153 -5.60289  0.11
H 2.66037 1.55373 -3.91447  0.11
H 0.39202 4.32862 -1.90760  0.08
H 1.29117 -0.65371 -4.20409  0.09
H 0.68420 2.71548 -4.00318  0.10
H -1.25838 3.11228 3.80724  0.09
H 0.18372 1.09165 -3.52188  0.04
H -0.82532 2.48191 -3.10371  0.09

Record 2
The following is a quantum chemistry calculation of a cluster of 8 separate species, C30H68FN8O13P2S2 in total, from OMol25.

The net charge is -1. The LUMO energy comes out at 1.75 eV. The total energy comes out at -4179.07104 hartree.

Last column: Löwdin charge in e.
Cartesian coordinates (Å):
S -0.50714 1.86586 1.89751  0.60
S 2.28913 3.34085 -1.43722  0.15
P 1.48713 2.14307 -2.79307  0.32
P 0.33840 0.59500 -1.70857  0.46
F 3.92336 -2.28397 -2.13551  -0.12
O -0.73948 -2.23501 0.65738  -0.11
O -0.69911 1.48610 5.07312  -0.01
O -3.53356 -5.14578 3.26263  0.00
O -0.61162 -0.28857 -0.54429  -0.34
O 0.52848 3.15672 -3.78970  -0.32
O -3.37680 2.92101 -2.67388  0.03
O -1.80056 -1.28189 -4.82282  -0.15
O 1.42926 -0.73886 -2.06782  -0.34
O 4.70481 -4.55796 1.25988  0.03
O 4.30742 7.77718 4.34924  0.03
O 2.82803 1.48036 -3.66519  -0.33
O 2.98516 10.26843 -2.29475  0.00
O -3.49679 -3.96437 -4.59369  0.02
N -4.38426 1.48324 -1.29100  0.02
N 3.74809 -6.49070 0.65634  0.01
N -0.54892 2.05464 -1.02611  -0.14
N 2.02266 8.33347 -2.88988  0.00
N -4.09219 -3.80790 -6.74694  0.01
N 0.43177 1.00498 6.94666  -0.01
N -4.49006 -7.07990 2.65889  0.00
N 3.17837 9.70613 4.19963  0.00
C -4.75217 -8.50145 2.71169  -0.09
C 4.58371 -5.76016 1.44655  -0.53
C -0.38290 -1.70964 -0.63889  -0.32
C 3.47284 -7.90916 0.71966  -0.08
C -4.41986 2.45367 -2.24609  -0.55
C -2.72748 -2.89098 2.12672  -0.09
C 1.44102 2.52710 5.30055  -0.01
C -0.74241 1.90367 0.23684  -0.75
C -2.19910 -2.26961 0.72030  -0.24
C 1.74656 6.91185 -2.82501  -0.08
C 1.53645 1.06333 7.87812  -0.09
C -4.01150 -4.07166 -8.16651  -0.08
C -2.85897 -7.08103 4.49711  -0.01
C -0.56755 -0.97519 -4.05693  -0.24
C 2.86352 9.06166 -2.10817  -0.56
C 3.62108 8.33710 -1.02818  -0.01
C -0.94391 0.22661 -3.06442  -0.22
C -2.16989 -5.21286 -6.14537  -0.01
C 2.31495 -2.25389 -0.15311  -0.07
C 1.13902 -1.85315 -1.17394  -0.27
C 3.40948 -3.08536 -1.02455  -0.17
C -3.29133 -4.28837 -5.75628  -0.55
C -3.64053 -6.35129 3.43771  -0.53
C 5.22339 9.41837 2.86929  -0.01
C 5.33273 -6.48319 2.53359  -0.01
C 2.90143 11.04614 3.72976  -0.08
C -5.76840 2.91087 -2.73646  -0.02
C 0.30779 1.64291 5.74644  -0.55
C 4.21708 8.89266 3.85720  -0.55
C -5.49708 0.80845 -0.66150  -0.08
H 2.40192 -8.04366 0.88882  0.08
H 1.58957 3.33699 6.01856  0.08
H -3.44470 1.22813 -1.01143  0.12
H 1.16070 1.43761 8.83367  0.08
H -5.63627 3.68482 -3.49333  0.08
H 2.00705 6.46846 -3.78815  0.09
H -1.93492 -0.05494 -2.55505  0.09
H -5.40192 -0.26306 -0.85383  0.08
H 1.54907 8.88414 -3.59143  0.14
H 2.88224 11.71566 4.59313  0.08
H -2.31146 -2.19706 2.93929  0.09
H 0.67736 6.77893 -2.64707  0.09
H 4.02849 -8.40278 1.51423  0.07
H 2.84299 -1.28535 0.15988  0.13
H -3.54102 -7.54789 5.21129  0.08
H -4.17316 -8.99978 3.48634  0.07
H -2.66695 -1.21592 0.66090  0.12
H 2.99565 -4.08431 -1.39843  0.10
H 2.54379 9.28882 4.86532  0.14
H -0.99222 -2.26112 -1.44163  0.14
H -4.97985 -6.52545 1.97103  0.14
H 0.24453 -0.73280 -4.82340  0.13
H 3.27971 -5.94069 -0.05010  0.13
H 4.25020 9.04568 -0.48781  0.06
H 1.91774 11.04684 3.25470  0.08
H -6.45762 1.15835 -1.03489  0.07
H -3.19221 -4.74250 -8.41612  0.07
H 1.11980 -2.73777 -1.91423  0.13
H -1.16004 1.14947 -3.70778  0.09
H 5.95642 -5.77383 3.07837  0.08
H 4.26307 7.57190 -1.46949  0.09
H -2.33460 -3.95668 2.18700  0.06
H -1.61987 -5.51230 -5.25271  0.09
H 2.35615 1.93990 5.19676  0.09
H 4.73356 9.64126 1.91889  0.07
H -0.29839 -1.96204 -3.52861  0.10
H -5.44070 0.98489 0.41535  0.08
H 4.33136 -3.29510 -0.34488  0.10
H -2.22767 -6.37298 5.03485  0.09
H 2.92267 7.88502 -0.32060  0.09
H -6.30659 2.07416 -3.18773  0.08
H 2.30774 6.41580 -2.03633  0.04
H -2.27448 -1.90094 -4.20887  0.06
H -2.57185 -6.11035 -6.62127  0.08
H -0.36496 0.43012 7.18033  0.14
H -2.65597 -2.87724 -0.14934  0.12
H -1.48052 -4.70166 -6.82079  0.09
H -5.81753 -8.64716 2.90542  0.08
H 5.70553 10.31422 3.26714  0.08
H -3.87144 -3.12027 -8.68478  0.08
H 2.33832 1.70965 7.52769  0.07
H -0.23249 3.45057 -3.22795  0.05
H 1.21286 0.83418 -0.56614  0.04
H 1.20049 2.96501 4.33105  0.07
H -4.50325 -8.93289 1.73928  0.08
H 5.97914 -7.24856 2.09818  0.08
H 4.62940 -6.93581 3.23611  0.08
H 5.99018 8.66331 2.69346  0.09
H 3.64588 11.39647 3.01800  0.07
H -6.34545 3.33097 -1.90944  0.08
H 1.92219 0.05047 8.01749  0.08
H -2.21737 -7.83576 4.03667  0.08
H -4.95598 -4.51812 -8.48701  0.08
H -3.87354 -2.84147 2.22250  0.08
H 3.33846 0.90890 -3.04015  0.05
H 3.74186 -8.35429 -0.24114  0.08
H -4.82142 -3.19454 -6.41212  0.14
H 1.98079 -2.91312 0.71545  0.12